DFT (the ωB97M-V functional and the def2-TZVPD basis) results for one molecule with the formula C17H27NO at a distorted geometry.

```
46
Properties=species:S:1:pos:R:3:forces:R:3:nbo_charge:R:1
C -5.08538 -0.59708 0.02033 -0.1 -2.2 -7.0 -0.59
C -4.06032 0.33982 -0.32424 0.0 5.7 6.9 0.02
C -4.05837 1.09498 -1.59391 -2.9 3.3 4.0 -0.60
C -4.61084 1.62107 0.77846 14.1 -4.8 3.7 -0.56
C -2.77658 -0.13533 0.24452 1.6 3.9 2.7 -0.03
C -2.27998 -1.22515 -0.38002 5.9 2.5 5.1 -0.21
C -0.97738 -1.63240 -0.38389 1.6 -1.8 1.2 -0.25
C -0.25405 -1.13764 0.70136 2.6 -0.3 1.6 0.26
O 1.03038 -1.55138 1.24218 -1.8 -1.8 -3.8 -0.55
C 1.67956 -2.60571 0.29064 -2.2 -3.1 12.6 -0.09
C 2.20296 -2.06991 -0.75976 5.4 2.5 -11.0 -0.48
C 3.46143 -1.20024 -0.64800 -8.5 7.6 -10.5 -0.16
N 2.88800 0.26082 -0.42750 2.9 -0.1 -3.2 -0.42
C 3.79715 1.45519 -1.24294 -4.3 -0.8 6.8 -0.22
C 4.83047 1.75531 -0.11977 1.7 2.1 -5.3 -0.42
C 4.30367 1.48748 1.21343 -4.9 2.9 -1.0 -0.45
C 3.00017 0.78631 0.86421 0.8 1.0 -0.4 -0.27
C -0.68310 -0.15774 1.53811 -8.8 2.5 -5.3 -0.19
C -2.01373 0.63076 1.26836 5.1 -11.3 -5.5 -0.15
H -4.76258 -1.42493 -0.74771 -1.6 0.4 1.3 0.17
H -5.96398 -0.11770 -0.33450 -1.6 -0.4 0.0 0.21
H -5.10516 -1.02579 0.92201 0.0 -1.1 3.6 0.22
H -3.92035 0.38919 -2.22286 0.8 -4.2 -5.6 0.19
H -3.20091 1.74814 -1.53905 -0.2 0.7 -0.4 0.23
H -5.14243 1.54992 -1.64486 2.4 -0.4 -0.6 0.20
H -4.63399 1.18896 1.80787 -0.1 0.8 -0.8 0.20
H -3.91791 2.55503 0.61750 -0.6 -1.8 1.0 0.18
H -5.33629 1.96330 0.43181 -12.3 4.5 -5.0 0.14
H -2.74695 -1.48909 -1.11046 -5.8 -3.6 -8.2 0.17
H -0.57633 -2.46427 -1.04270 -0.7 1.3 0.8 0.22
H 1.00049 -3.50913 0.20270 0.8 1.2 0.2 0.21
H 2.54169 -2.74295 1.10093 -1.6 -1.1 -1.7 0.20
H 2.66643 -2.85204 -1.44104 -0.8 -0.2 0.8 0.24
H 1.46795 -1.66642 -1.47834 0.4 0.5 0.4 0.24
H 4.03834 -0.94794 -1.66355 -1.3 -1.7 2.0 0.18
H 4.03737 -1.39302 0.00105 7.9 -3.2 9.0 0.14
H 2.95627 2.17860 -1.18946 0.9 0.0 -1.1 0.20
H 4.05558 0.98585 -2.09506 1.1 -0.7 -3.1 0.19
H 5.68534 1.09095 -0.56006 -0.7 1.4 1.8 0.20
H 5.02662 2.84936 -0.17808 0.8 -0.7 -0.5 0.22
H 4.16499 2.30593 1.96274 0.5 -0.6 -0.9 0.22
H 4.94716 0.82370 1.42587 4.4 -4.9 3.6 0.20
H 2.15683 1.35049 0.95956 -2.1 3.0 0.2 0.19
H 2.69855 0.10995 1.51394 -0.6 -3.9 3.4 0.21
H -0.11640 0.08494 2.25930 4.1 1.9 5.3 0.19
H -2.41440 1.33979 1.76089 -2.2 5.0 3.5 0.19
```
Forces are in eV/Å.

E, hartree: -793.44474
Gap between HOMO and LUMO, eV: 9.02
2S+1: 1
SMILES: CC(C)(C)c1ccc(OCCCN2CCCC2)cc1

=====

DFT (the ωB97M-V functional and the def2-TZVPD basis) results for C44H47CaF6Ge2NO2PS as an isolated structure.

```
105
Properties=species:S:1:pos:R:3:forces:R:3:mulliken_charge:R:1
Ca 0.31093 0.82892 1.12869 0.4 0.0 -0.5 0.63
O 1.40619 0.67521 3.13298 0.3 -0.2 0.5 -0.63
C 0.55611 1.55865 3.42810 0.1 0.0 0.0 0.19
O -0.66728 1.38728 3.17973 -0.2 0.3 0.2 -0.75
C 1.05670 2.92334 3.78878 -0.1 -0.1 0.1 0.44
C 0.82948 3.43268 5.05640 0.1 0.1 0.0 -0.34
C 1.28196 4.69938 5.40526 0.0 -0.1 0.0 -0.59
C 1.94815 5.44562 4.44141 0.0 0.1 0.1 -0.45
C 2.14721 4.94406 3.16757 0.1 0.1 -0.2 -0.64
C 1.71442 3.66979 2.78582 0.0 -0.3 -0.2 0.41
S 1.98766 3.08914 1.12776 -0.2 0.2 0.5 -0.28
H 0.28682 2.82222 5.76996 0.0 0.0 0.0 0.40
H 1.11130 5.09480 6.39904 0.0 0.0 0.0 0.35
H 2.30728 6.44109 4.68143 0.0 0.0 0.0 0.33
H 2.65013 5.54943 2.42287 0.0 0.0 0.0 0.39
C -3.91407 -1.86891 2.10221 -0.1 0.0 0.1 -1.43
C -2.50755 -1.34884 1.81417 0.0 0.1 0.1 -0.29
Ge -1.79824 -2.15770 0.16159 0.0 0.0 0.1 0.09
C -2.91835 -1.51404 -1.33171 0.0 0.2 -0.1 0.11
C -3.95672 -2.54258 -1.76922 -0.1 -0.1 0.0 -1.69
C -1.89959 -4.10502 0.25889 0.0 0.1 0.0 0.05
C -0.65402 -4.58265 0.08140 0.0 -0.2 0.1 -0.83
Ge 0.56167 -2.82962 0.04010 -0.6 -0.5 -0.2 0.32
C 1.28760 -2.94742 1.87366 0.2 0.1 0.1 -0.10
C 2.46159 -3.88700 2.11426 0.1 -0.1 0.0 -1.34
C 1.31654 -3.03218 -1.78051 0.1 0.1 0.1 0.52
C 2.66757 -3.73128 -1.85350 0.1 -0.1 0.0 -1.10
C -0.40252 -6.05694 -0.01301 0.0 0.3 -0.1 0.55
C 0.89027 -6.56658 0.06734 0.2 0.0 0.0 0.34
C 1.15081 -7.92742 -0.02682 0.0 0.0 0.0 -1.24
C 0.11378 -8.82429 -0.22237 0.0 0.0 0.0 -0.36
C -1.18530 -8.33841 -0.32567 0.0 -0.1 0.0 -0.73
C -1.43285 -6.98178 -0.22676 0.0 0.1 0.0 -0.79
H -4.30969 -1.46656 3.03915 0.0 0.0 0.0 0.39
H -3.93973 -2.95873 2.17822 0.0 0.0 0.0 0.31
H -4.61290 -1.58179 1.31299 0.0 0.0 0.0 0.30
H -1.83954 -1.57131 2.64991 0.0 0.0 0.0 0.41
H -2.53809 -0.26015 1.73181 0.0 0.0 0.0 0.37
H -2.30705 -1.23116 -2.19180 0.0 0.0 0.0 0.09
H -3.39425 -0.58879 -1.00248 0.0 0.0 0.0 0.24
H -3.48424 -3.45325 -2.14332 0.0 0.0 0.0 0.39
H -4.60065 -2.15063 -2.56229 0.0 0.0 0.0 0.39
H -4.60521 -2.84651 -0.94403 0.0 0.0 0.0 0.32
H -2.77929 -4.73575 0.38986 -0.1 -0.1 0.0 0.18
H 0.42480 -3.24204 2.47778 0.0 -0.1 0.0 0.56
H 1.57614 -1.94243 2.17945 -0.1 0.0 0.0 0.09
H 2.18518 -4.93494 1.99535 0.0 0.0 0.0 0.34
H 2.85090 -3.77135 3.12966 0.0 0.0 0.0 0.39
H 3.29124 -3.67614 1.43628 0.0 0.0 0.0 0.20
H 1.40992 -2.02963 -2.19825 -0.1 0.0 0.0 -0.69
H 0.55022 -3.56611 -2.34962 0.0 -0.1 0.0 0.63
H 3.39170 -3.23915 -1.20061 0.0 0.0 0.0 0.06
H 3.08435 -3.70179 -2.86486 0.0 0.0 0.0 0.40
H 2.60857 -4.78132 -1.56018 0.0 0.0 0.0 0.31
H 1.71686 -5.88513 0.20879 0.0 0.1 0.0 0.39
H 2.17182 -8.28141 0.04776 0.0 0.0 0.0 0.38
H 0.31405 -9.88575 -0.30304 0.0 0.0 0.0 0.36
H -2.00761 -9.02452 -0.49398 0.0 0.0 0.0 0.38
H -2.44650 -6.61860 -0.32991 0.0 0.0 0.0 0.30
F -1.37061 1.00414 -0.32846 -0.5 0.2 -0.6 -0.52
P -2.18919 2.53001 -0.64662 0.5 -0.7 0.2 1.64
F -1.55930 2.99173 0.75551 -0.1 0.2 -0.1 -0.39
F -3.46420 1.92553 0.11998 0.0 0.0 0.0 -0.37
F -0.84163 2.99360 -1.40159 -0.1 0.0 0.0 -0.36
F -2.90294 3.92039 -0.91168 -0.1 0.1 0.0 -0.31
F -2.71814 1.88097 -2.01561 0.0 0.1 0.0 -0.37
C 1.88671 -0.76515 -0.04625 0.3 0.2 0.1 -0.57
C 3.08650 -0.46781 -0.10782 0.0 0.1 0.0 0.85
C 4.44031 -0.12044 -0.21676 -0.2 -0.1 0.0 -0.67
C 5.23025 0.00968 1.01808 -0.2 0.0 -0.1 0.07
C 4.61793 0.51819 2.17200 0.3 -0.1 0.0 0.27
C 5.33010 0.61008 3.35498 -0.1 0.0 0.0 -0.74
C 6.65239 0.19161 3.42036 0.0 0.0 0.1 -0.54
C 7.26449 -0.32620 2.28827 0.0 0.0 -0.1 -0.66
C 6.56203 -0.41444 1.09644 0.0 0.0 0.0 -0.42
C 5.00161 0.07316 -1.54635 0.0 0.0 0.2 0.54
C 6.21640 0.74734 -1.75627 0.0 0.0 -0.1 -0.67
C 6.71755 0.92880 -3.03401 0.0 0.0 0.1 -0.76
C 6.02756 0.44510 -4.13605 0.0 0.0 -0.1 -0.49
C 4.81248 -0.20477 -3.94802 0.0 0.0 0.1 -0.79
C 4.30140 -0.38131 -2.67613 0.0 0.0 -0.1 0.03
H 3.59793 0.85983 2.13433 -0.2 0.1 0.0 0.25
H 4.83560 1.01775 4.22778 0.0 0.0 0.0 0.45
H 7.20303 0.26327 4.35080 0.0 0.0 0.0 0.37
H 8.29051 -0.67433 2.33263 0.0 0.0 0.0 0.36
H 7.03613 -0.84418 0.22387 0.0 0.0 0.0 0.54
H 6.74622 1.16052 -0.91125 0.0 0.0 0.0 0.54
H 7.64916 1.46678 -3.16770 0.0 0.0 0.0 0.37
H 6.42028 0.58914 -5.13528 0.0 0.0 0.0 0.37
H 4.24437 -0.56494 -4.79456 0.0 0.0 -0.1 0.45
H 3.34179 -0.86563 -2.53900 0.0 0.0 0.0 0.66
N 0.33258 0.39204 -2.85426 0.0 0.0 0.2 0.49
C 0.47565 0.17075 -4.19181 0.0 0.0 0.0 0.69
C 0.04072 -1.02859 -4.77318 0.0 0.0 0.0 -0.13
C 0.23553 -1.26752 -6.12082 0.0 -0.1 -0.1 -0.62
C 0.85814 -0.32932 -6.93548 0.0 0.0 0.0 -0.59
C 1.28282 0.86289 -6.36115 0.1 0.0 -0.1 -0.44
C 1.10386 1.11525 -5.01431 0.0 0.0 -0.1 -0.56
H -0.32943 -0.16452 -2.34062 0.0 0.0 0.0 -0.77
H 0.43941 1.32629 -2.49513 0.0 0.1 0.0 0.03
H -0.44178 -1.77184 -4.15040 0.0 0.0 0.0 0.25
H -0.10689 -2.20693 -6.54046 0.0 0.0 0.0 0.38
H 1.00738 -0.52201 -7.98990 0.0 0.0 0.0 0.37
H 1.77299 1.61355 -6.97125 0.0 0.0 0.0 0.36
H 1.45478 2.04329 -4.58204 0.0 0.0 0.0 0.40
```
Forces are in eV/Å.

E, hartree: -8080.63740
Gap between HOMO and LUMO (alpha / beta), eV: 6.16 / 5.68
2S+1: 2
Expectation value of S²: 0.78
Charge: -2

=====

DFT (the ωB97M-V functional and the def2-TZVPD basis) results for an isolated ion of composition C3H2NOS2 and charge -1 at a distorted geometry.

```
9
Properties=species:S:1:pos:R:3:forces:R:3:nbo_charge:R:1
C -1.47396 -1.12586 1.29091 1.3 1.2 -1.1 0.88
C 0.00864 -0.76248 -0.62779 1.4 -0.8 -1.5 -0.22
C 1.03788 1.86479 -0.50292 -0.5 -1.9 -3.2 -0.96
N -0.72208 -0.57932 0.53141 0.3 0.9 0.2 -0.57
O -2.17694 -1.45905 2.15085 -1.0 -0.8 0.9 -0.54
S -0.23605 -2.20814 -1.47651 -0.2 -0.3 -0.2 -0.37
S 1.22223 0.30004 -1.31337 -2.5 0.3 2.2 0.45
H 1.99337 2.14582 -0.30710 2.7 1.3 1.0 0.16
H 0.34690 1.82421 0.25452 -1.5 0.1 1.8 0.18
```
Forces are in eV/Å.

E, hartree: -1041.85563
Gap between HOMO and LUMO (alpha / beta), eV: 5.51 / 6.15
2S+1: 1
Charge: -1